A cluster of 2 separate species, C4H14NSi in total. Source: OMol25; level of theory: ωB97M-V with the def2-TZVPD basis set.

Positions of all 20 atoms, in Å:
C -0.785 -2.520 0.714
C -1.086 3.317 -1.354
C 0.885 0.672 -1.917
C 0.924 -1.414 2.049
N -0.195 -1.228 1.109
Si 0.040 1.835 -0.693
H -1.767 -2.427 0.429
H -0.221 -2.955 -0.101
H -0.710 -3.313 1.463
H -1.182 3.036 -2.438
H -1.941 3.549 -0.825
H -0.464 4.206 -1.266
H 0.235 -0.206 -2.227
H 1.485 1.079 -2.754
H 1.668 -0.039 -1.452
H 1.860 -1.020 1.562
H 1.047 -2.528 2.298
H -0.980 -0.739 1.650
H 0.215 1.686 0.721
H 0.971 -0.991 3.031

The charge is +1. The HOMO energy is -0.467 Eh. Its multiplicity is 1.

Mulliken atomic charges, in units of e:
1 C -1.09
2 C -0.95
3 C -0.93
4 C -0.83
5 N -0.20
6 Si 0.71
7 H 0.40
8 H 0.33
9 H 0.36
10 H 0.31
11 H 0.37
12 H 0.34
13 H 0.35
14 H 0.41
15 H 0.30
16 H 0.24
17 H 0.26
18 H 0.27
19 H 0.04
20 H 0.33


A cluster of 3 separate species, C4H14O2 in total. Source: OMol25; level of theory: ωB97M-V with the def2-TZVPD basis set.

Positions of all 20 atoms, in Å:
C 0.147 2.172 1.005
C 1.606 -0.026 -1.572
C 1.426 0.234 -0.082
C 1.389 1.757 0.261
H 0.043 1.885 2.053
H -0.752 1.876 0.458
H 0.066 3.269 1.028
H 2.597 0.383 -1.835
H 0.904 0.610 -2.124
H 1.571 -1.039 -1.959
H 2.238 -0.245 0.472
H 0.477 -0.133 0.304
H 2.289 1.968 0.836
H 1.550 2.353 -0.641
H -0.937 -1.362 -0.954
H -0.810 -2.934 -1.336
O -1.328 -2.247 -0.868
H -2.877 -1.123 0.501
H -2.139 -2.051 1.432
O -2.688 -1.261 1.435

As for the expectation value of S²: 0.750. The charge is -1. The HOMO energy (spin up / spin down) is 0.034 / -0.258 Eh. Its multiplicity is 2.

Mulliken atomic charges, in units of e:
1 C -1.51
2 C -2.43
3 C -0.23
4 C -0.36
5 H 0.33
6 H 0.41
7 H 0.44
8 H 0.58
9 H 0.28
10 H 0.98
11 H 0.26
12 H -0.09
13 H 0.35
14 H 0.32
15 H 0.14
16 H 0.40
17 O -0.53
18 H 0.45
19 H 0.35
20 O -1.16


A cluster of 3 separate species, C4H14O2 in total. Source: OMol25; level of theory: ωB97M-V with the def2-TZVPD basis set.

Positions of all 20 atoms, in Å:
C -1.405 2.007 -0.133
C 0.115 1.872 -0.167
C 0.879 1.817 1.110
C 0.380 0.557 -1.039
H -1.530 2.056 -1.217
H -1.847 1.081 0.342
H -1.709 2.899 0.443
H 0.507 2.764 -0.647
H 1.883 1.901 0.699
H 0.674 0.845 1.528
H 0.661 2.653 1.809
H -0.187 0.770 -2.014
H 1.467 0.549 -1.188
H 0.161 -0.315 -0.456
O 1.078 -3.830 1.692
H 1.975 -3.981 1.577
H 0.858 -2.973 1.673
O -1.654 -3.485 -1.417
H -0.985 -3.874 -2.025
H -1.321 -3.313 -0.567

Its structure (SMILES) is CC(C)C.O.O. The charge is 0. The HOMO energy is -0.401 Eh. Its multiplicity is 1.

Mulliken atomic charges, in units of e:
1 C -1.16
2 C 0.44
3 C -1.25
4 C -1.17
5 H 0.36
6 H 0.25
7 H 0.35
8 H 0.26
9 H 0.35
10 H 0.26
11 H 0.33
12 H 0.37
13 H 0.35
14 H 0.27
15 O -0.60
16 H 0.30
17 H 0.30
18 O -0.63
19 H 0.32
20 H 0.31


E values, unit Eh, following the record order: -504.6928; -311.2254; -311.2271.
ΔE to the lowest compared entry with this formula, charge and spin values, unit eV, following the record order: 3.214; 0.109; 1.438.